[1]
3 unconnected molecules or ions with the total composition C30H53BN5O5P in a non-equilibrium geometry, computed with the ωB97M-V functional and the def2-TZVPD basis.

Last column: Löwdin spin population.
Element x y z (Å)
P1 0.60 -3.50 -2.77  0.000
O1 1.15 -0.37 -2.81  0.000
O2 5.55 3.28 -1.09  0.575
O3 -6.34 -6.72 -4.37  0.000
O4 0.77 3.89 4.34  0.581
O5 -0.09 -3.10 -1.46  0.000
N1 -1.67 -5.10 -4.03  0.000
N2 1.90 -0.05 -5.12  0.000
N3 -3.53 -4.10 -6.23  0.000
N4 5.03 2.66 -0.03  0.337
N5 0.26 3.26 5.40  0.333
C1 -0.98 3.77 7.51  0.001
C2 -0.48 0.98 6.14  0.001
C3 -5.35 -7.30 -5.24  0.000
C4 3.78 3.15 2.07  0.001
C5 2.70 3.62 -0.18  0.014
C6 -1.61 -3.85 -4.63  0.000
C7 4.53 5.03 0.71  -0.001
C8 -2.49 -3.33 -5.69  0.000
C9 2.15 2.24 -0.54  0.001
C10 -2.63 2.87 4.90  0.001
C11 -0.26 1.92 4.94  0.025
C12 -4.73 -6.28 -6.28  0.000
C13 4.53 1.33 -0.50  0.025
C14 -5.42 -7.48 -2.13  0.000
C15 -2.07 4.24 5.25  0.014
C16 -5.80 -6.30 -3.12  0.000
C17 -0.30 -1.57 -4.71  0.000
C18 -0.22 5.63 6.13  -0.001
C19 4.32 0.37 0.70  0.001
C20 -1.59 2.04 4.16  0.013
C21 5.56 0.59 -1.38  -0.001
C22 -2.67 -5.81 -4.61  0.000
C23 -2.29 -1.96 -6.26  0.000
C24 -0.73 4.18 6.03  0.025
C25 0.76 1.17 4.07  -0.001
C26 -0.52 -2.91 -4.15  0.000
C27 -3.61 -5.34 -5.68  0.000
C28 4.03 3.57 0.59  0.025
C29 3.20 1.43 -1.28  0.013
C30 -1.22 -1.06 -5.80  0.000
B1 0.92 -0.64 -4.18  0.000
H1 -4.96 -5.54 -3.22  0.000
H2 1.81 1.72 0.36  0.000
H3 -4.56 -7.88 -4.68  0.000
H4 -0.92 6.24 6.71  0.000
H5 1.42 0.38 -5.92  0.000
H6 -1.41 2.49 3.18  0.003
H7 -6.63 -5.73 -2.60  0.000
H8 0.32 -0.36 -2.31  0.000
H9 -2.81 4.80 5.83  0.001
H10 3.38 1.89 -2.26  0.003
H11 -2.05 3.67 7.73  0.000
H12 1.87 -2.85 -2.77  0.000
H13 2.81 0.43 -1.48  0.001
H14 4.15 -0.65 0.35  0.000
H15 5.50 5.07 1.22  0.000
H16 0.71 -4.92 -2.75  0.000
H17 -1.07 -0.05 -6.25  0.000
H18 -0.11 6.12 5.16  -0.001
H19 -4.72 -8.23 -2.57  0.000
H20 0.41 0.95 6.79  0.001
H21 -2.97 2.35 5.81  0.000
H22 -2.00 1.04 3.97  0.001
H23 0.75 5.67 6.64  0.000
H24 4.63 5.51 -0.26  -0.001
H25 5.72 1.08 -2.34  -0.001
H26 -1.34 1.24 6.75  0.000
H27 -5.90 -8.08 -5.85  0.000
H28 0.41 0.16 3.85  0.000
H29 2.36 0.72 -4.61  0.000
H30 3.45 0.62 1.30  0.000
H31 6.52 0.51 -0.87  0.000
H32 -5.57 -5.66 -6.71  0.000
H33 -0.66 -0.05 5.80  0.000
H34 -4.88 -7.00 -1.26  0.000
H35 1.95 4.17 0.39  0.001
H36 0.92 1.65 3.10  -0.001
H37 -0.57 4.50 8.21  0.000
H38 2.72 3.04 2.30  -0.001
H39 2.84 4.18 -1.11  0.003
H40 -1.93 4.80 4.32  0.003
H41 5.22 -0.43 -1.60  0.000
H42 3.82 5.63 1.28  0.000
H43 4.19 3.87 2.78  0.000
H44 5.20 0.35 1.34  0.001
H45 4.28 2.22 2.34  0.001
H46 -2.95 -1.53 -7.07  0.000
H47 -3.51 2.99 4.27  0.001
H48 1.27 2.36 -1.18  0.001
H49 -6.32 -8.03 -1.74  0.000
H50 -4.32 -6.87 -7.15  0.000
H51 1.72 1.08 4.57  0.000
H52 -2.81 -6.87 -4.24  0.000
H53 -0.49 2.84 7.78  0.001

The value obtained for the total energy is -59618.88908 eV. The value obtained for the HOMO-LUMO gap (spin up / spin down) is 7.41 / 8.08 eV. The calculation puts the strongest force on any atom at 0.08474 Eh/bohr. Its spin multiplicity is 3.


[2]
A molecular structure, C12H30F24K4O6P4 in a non-equilibrium geometry, computed with the ωB97M-V functional and the def2-TZVPD basis.

Last column: Mulliken charge in e.
Element x y z (Å)
K1 -3.54 -6.41 -4.94  1.001
K2 -1.60 -5.58 -14.43  1.003
K3 1.47 1.30 -3.93  1.001
K4 -4.56 1.42 -11.01  1.002
P1 -3.76 5.32 -5.64  1.138
P2 -5.60 -9.25 -11.54  1.140
P3 -5.64 -2.26 -17.57  1.135
P4 -0.20 -2.55 -8.85  1.140
F1 -1.53 -2.25 -7.97  -0.381
F2 -6.58 -2.42 -18.88  -0.334
F3 -4.51 4.25 -6.58  -0.360
F4 -5.68 -10.72 -10.86  -0.363
F5 -2.36 4.76 -6.22  -0.366
F6 -0.68 -4.12 -8.68  -0.344
F7 -6.51 -0.95 -17.01  -0.372
F8 -0.12 -0.98 -8.81  -0.334
F9 -6.61 -9.72 -12.73  -0.346
F10 -4.51 -1.43 -18.46  -0.367
F11 -5.12 5.78 -5.02  -0.328
F12 -1.21 -2.38 -10.13  -0.386
F13 -6.98 -8.93 -10.69  -0.374
F14 1.00 -2.80 -9.97  -0.340
F15 0.84 -2.49 -7.59  -0.360
F16 -4.23 -9.65 -12.39  -0.370
F17 -5.57 -7.73 -12.17  -0.349
F18 -4.70 -8.93 -10.26  -0.342
F19 -6.50 -3.21 -16.67  -0.313
F20 -4.83 -3.70 -17.85  -0.399
F21 -3.56 4.21 -4.53  -0.349
F22 -4.60 -2.07 -16.41  -0.352
F23 -3.05 6.35 -4.64  -0.346
F24 -3.90 6.46 -6.89  -0.392
O1 9.03 -1.05 -10.02  -0.305
O2 0.19 -10.23 -4.71  -0.302
O3 2.80 -7.31 -16.12  -0.328
O4 0.52 -8.28 -17.91  -0.266
O5 11.20 -2.89 -10.67  -0.278
O6 -0.42 -13.73 -4.37  -0.335
C1 -0.93 -12.39 -4.29  -0.426
C2 1.46 -9.58 -4.68  -0.755
C3 1.86 -8.05 -18.36  -0.332
C4 2.95 -8.28 -17.21  -0.702
C5 10.76 -1.86 -11.59  -0.554
C6 12.45 -3.42 -11.01  -0.748
C7 9.28 -1.77 -11.29  -0.514
C8 0.31 -11.50 -4.02  -0.463
C9 3.85 -6.36 -16.31  -0.756
C10 -1.49 -14.65 -4.75  -0.748
C11 -0.41 -8.76 -18.92  -0.783
C12 7.71 -1.00 -9.57  -0.722
H1 7.23 -1.97 -9.72  0.298
H2 -2.45 -14.59 -4.25  0.292
H3 -1.65 -12.39 -3.48  0.293
H4 -1.64 -14.59 -5.83  0.306
H5 1.25 -12.02 -4.20  0.367
H6 -1.06 -15.65 -4.67  0.276
H7 7.49 -0.73 -8.54  0.255
H8 -1.30 -12.07 -5.26  0.319
H9 13.16 -2.59 -11.11  0.301
H10 7.14 -0.28 -10.16  0.296
H11 8.86 -2.78 -11.33  0.304
H12 2.37 -10.17 -4.72  0.314
H13 3.67 -5.41 -15.80  0.260
H14 2.67 -9.19 -16.68  0.331
H15 8.83 -1.21 -12.12  0.393
H16 1.55 -9.07 -3.72  0.321
H17 1.47 -8.79 -5.42  0.256
H18 2.25 -8.69 -19.15  0.336
H19 1.91 -7.01 -18.67  0.292
H20 11.33 -0.95 -11.38  0.345
H21 -0.58 -7.95 -19.63  0.333
H22 -0.13 -9.62 -19.52  0.304
H23 10.94 -2.04 -12.65  0.392
H24 12.82 -4.12 -10.27  0.247
H25 0.32 -11.36 -2.94  0.286
H26 3.97 -6.10 -17.36  0.322
H27 12.43 -4.00 -11.93  0.288
H28 4.77 -6.85 -16.01  0.289
H29 -1.37 -9.04 -18.49  0.267
H30 3.99 -8.44 -17.51  0.437

The value obtained for the total energy is -192906.75600 eV. The value obtained for the HOMO-LUMO gap is 7.06 eV. The calculation puts the strongest force on any atom at 0.06814 Eh/bohr.


[3]
A gas-phase ion, C5H16N3 (charge +1) in a non-equilibrium geometry, computed with the ωB97M-V functional and the def2-TZVPD basis.

Last column: natural (NBO) charge in e.
Element x y z (Å)
N1 1.06 0.11 -2.09  -0.679
N2 -3.16 1.22 0.72  -0.821
N3 -0.31 0.55 0.20  -0.680
C1 2.02 -1.76 -0.71  -0.645
C2 1.15 0.45 0.39  -0.226
C3 -2.30 0.67 1.75  -0.221
C4 -1.11 -0.16 1.20  -0.238
C5 1.77 -0.28 -0.84  -0.051
H1 -0.53 1.54 0.17  0.372
H2 2.72 0.15 -0.99  0.212
H3 -2.66 1.83 0.09  0.343
H4 -1.88 1.51 2.30  0.191
H5 1.42 -0.21 1.21  0.220
H6 -2.86 -0.02 2.36  0.214
H7 -1.52 -1.07 0.74  0.181
H8 2.66 -2.15 -1.50  0.233
H9 0.04 0.01 -1.96  0.458
H10 1.63 1.42 0.45  0.212
H11 -0.55 -0.57 2.05  0.194
H12 -3.68 0.53 0.20  0.365
H13 2.49 -1.87 0.25  0.250
H14 1.13 1.07 -2.42  0.440
H15 1.29 -0.51 -2.87  0.439
H16 1.18 -2.46 -0.71  0.236

The value obtained for the total energy is -9907.90925 eV. The value obtained for the HOMO-LUMO gap is 8.64 eV. The calculation puts the strongest force on any atom at 0.04023 Eh/bohr. The net charge is +1. Its relative energy (zero: lowest compared OMol25 entry of this formula, charge and spin) is 41.7 kcal per mole. As for the structure (SMILES): C[C@@H]([NH3+])CNCCN.


[4]
2 unconnected molecules or ions with the total composition C4H11ClNOP in a non-equilibrium geometry, computed with the ωB97M-V functional and the def2-TZVPD basis.

Last column: natural (NBO) charge in e.
Element x y z (Å)
Cl1 0.62 -1.69 1.07  -0.356
P1 -1.13 -2.01 0.12  1.065
O1 -2.07 -0.97 0.97  -1.001
N1 -0.98 1.63 -0.22  -0.681
C1 1.36 2.52 -0.62  -0.476
C2 0.23 1.84 0.05  0.192
C3 -1.64 -3.55 0.97  -0.965
C4 2.09 1.28 -1.12  -0.604
H1 1.51 0.80 -1.83  0.212
H2 0.39 1.28 1.05  0.170
H3 0.83 3.08 -1.42  0.208
H4 -2.27 -4.06 0.34  0.228
H5 -2.10 -3.16 1.91  0.249
H6 2.92 1.61 -1.72  0.219
H7 -1.77 -0.10 0.59  0.520
H8 -1.28 2.05 -1.06  0.329
H9 1.88 3.06 0.09  0.226
H10 -0.82 -4.18 1.09  0.237
H11 2.23 0.57 -0.27  0.230

The value obtained for the total energy is -29675.30692 eV. The value obtained for the HOMO-LUMO gap is 9.73 eV. The calculation puts the strongest force on any atom at 0.08044 Eh/bohr. Its relative energy (zero: lowest compared OMol25 entry of this formula, charge and spin) is 28.2 kcal per mole. As for the structure (SMILES): [H]/N=C\CC.CP(O)Cl.